ORCA calculation (ωB97M-V with the def2-TZVPD basis set) on the molecule C17H19F3N2O3.

Its SMILES is NC(=O)CCC(=O)N1CCC[C@@H](C(=O)c2ccc(C(F)(F)F)cc2)C1. The calculation puts the largest force on an atom at 0.6 eV/A. For the HOMO energy, the calculation gives -9.251 eV. Its HOMO-LUMO gap is 0.3413 Eh.

Geometry as ORCA input:
```
! RIJCOSX wB97M-V def2-TZVPD def2/J DEFGRID3
* xyz 0 1
N -3.154 -4.684 0.510
C -3.578 -3.440 0.185
O -4.752 -3.154 0.122
C -2.448 -2.464 -0.090
H -1.907 -2.790 -0.981
H -1.740 -2.477 0.741
C -2.981 -1.052 -0.309
C -1.880 -0.128 -0.790
O -0.732 -0.512 -0.940
N -2.239 1.145 -1.084
C -1.201 2.099 -1.407
H -1.542 2.720 -2.242
H -0.315 1.539 -1.708
C -0.916 2.996 -0.189
C -0.311 2.175 0.942
O -0.818 2.108 2.037
C 0.932 1.417 0.628
C 1.879 1.835 -0.303
C 2.996 1.062 -0.555
C 3.165 -0.142 0.116
C 2.240 -0.562 1.062
C 1.134 0.223 1.317
H 0.399 -0.084 2.045
H 2.385 -1.496 1.583
C 4.392 -0.966 -0.158
F 5.455 -0.533 0.553
F 4.770 -0.923 -1.445
F 4.240 -2.260 0.154
H 3.730 1.381 -1.279
H 1.764 2.772 -0.826
C -2.214 3.687 0.245
C -3.339 2.674 0.459
H -3.103 2.056 1.326
H -4.275 3.197 0.657
C -3.500 1.781 -0.773
H -3.786 2.393 -1.637
H -4.277 1.038 -0.611
H -2.507 4.401 -0.529
H -2.041 4.237 1.171
H -0.181 3.755 -0.475
H -3.786 -1.092 -1.046
H -3.399 -0.673 0.625
H -3.836 -5.403 0.681
H -2.180 -4.928 0.528
*
```

Atom charges from the Löwdin analysis, given in e for atoms 1 to 4: 0.15, -0.55, 0.06, -0.11

ORCA calculation (ωB97M-V with the def2-TZVPD basis set) on a structure of composition C17H19LaNPS at a distorted geometry.

The calculation puts the largest force on an atom at 13.6 eV/A. For the HOMO energy (spin up / spin down), the calculation gives -3.772 / -4.407 eV. Its HOMO-LUMO gap (spin up / spin down) is 0.1414 / 0.1669 Eh.

Geometry as ORCA input:
```
! RIJCOSX wB97M-V def2-TZVPD def2/J DEFGRID3
* xyz 0 1
C 1.725 2.008 -4.335
C 2.320 0.749 -4.005
C 1.259 -0.211 -4.012
C 0.042 0.427 -4.495
C 0.330 1.795 -4.694
La 0.696 1.312 -2.478
P 0.650 3.138 -1.229
H 2.255 2.960 -4.414
H 3.365 0.565 -3.757
H 1.365 -1.277 -3.797
H -0.363 2.561 -5.047
H -0.915 -0.068 -4.664
H -0.241 4.221 -1.519
H 1.807 3.967 -1.079
H 0.341 3.043 0.161
N 0.430 -0.224 -0.505
S -1.042 -0.512 0.046
C -0.690 -2.085 0.892
C 0.482 -2.322 1.639
C 0.679 -3.553 2.273
C -0.290 -4.554 2.176
C -1.456 -4.327 1.443
C -1.655 -3.099 0.804
C -0.931 0.495 1.553
C -2.127 0.759 2.235
C -2.124 1.520 3.408
C -0.924 2.026 3.910
C 0.275 1.771 3.241
C 0.277 1.010 2.068
H 1.156 -0.953 -0.492
H 1.247 -1.566 1.737
H 1.582 -3.729 2.843
H -0.137 -5.505 2.670
H -2.208 -5.102 1.370
H -2.565 -2.935 0.242
H -3.065 0.371 1.858
H -3.053 1.716 3.927
H -0.923 2.614 4.818
H 1.205 2.163 3.631
H 1.223 0.832 1.577
*
```

Atom charges from the Löwdin analysis, given in e for atoms 1 to 4: -0.36, -0.28, -0.33, -0.30

ORCA calculation (ωB97M-V with the def2-TZVPD basis set) on a cluster of 2 separate species, C17H19N in total at a distorted geometry.

Its SMILES is CCc1c[nH]c2ccccc12.Cc1ccccc1. The calculation puts the largest force on an atom at 1.8 eV/A. For the HOMO energy, the calculation gives -7.987 eV. Its HOMO-LUMO gap is 0.3254 Eh.

Geometry as ORCA input:
```
! RIJCOSX wB97M-V def2-TZVPD def2/J DEFGRID3
* xyz 0 1
C 2.640 3.210 1.218
C 1.985 0.491 -1.340
C 3.254 -0.055 -1.474
C 1.750 1.476 -0.389
C 2.814 2.055 0.278
C 4.323 0.496 -0.780
C 4.119 1.589 0.037
H 1.194 0.024 -1.893
H 3.377 -0.958 -2.057
H 0.725 1.769 -0.193
H 5.299 0.117 -1.030
H 2.320 4.120 0.732
H 3.526 3.380 1.811
H 4.892 2.173 0.521
H 1.811 3.025 1.912
C -1.427 -3.094 -1.198
C -0.236 -3.643 -0.426
C -1.661 -1.617 -0.912
C -1.663 -0.632 -1.843
C -2.060 -0.999 0.321
C -2.329 0.351 0.045
C -2.087 -1.403 1.671
C -2.696 1.255 1.045
C -2.295 -0.477 2.653
C -2.653 0.868 2.356
N -2.052 0.582 -1.285
H -1.321 -3.225 -2.272
H -2.426 -3.447 -0.914
H 0.309 -2.847 0.085
H -1.504 -0.701 -2.909
H -2.532 1.291 -1.813
H -1.917 -2.461 1.851
H -3.046 2.213 0.669
H -2.238 -0.713 3.695
H -2.848 1.494 3.210
H 0.513 -4.065 -1.089
H -0.397 -4.455 0.282
*
```

Atom charges from the Löwdin analysis, given in e for atoms 1 to 4: -0.06, -0.08, -0.10, -0.05

ORCA calculation (ωB97M-V with the def2-TZVPD basis set) on the ion C17H19N2O with charge +1 at a distorted geometry.

Its SMILES is Cc1ccc([C@@H]([NH2+]O)c2c(C)[nH]c3ccccc23)cc1. The calculation puts the largest force on an atom at 4.4 eV/A. For the HOMO energy, the calculation gives -11.337 eV. Its HOMO-LUMO gap is 0.2672 Eh.

Geometry as ORCA input:
```
! RIJCOSX wB97M-V def2-TZVPD def2/J DEFGRID3
* xyz 1 1
C -2.525 -2.304 2.227
C -2.299 -1.574 0.997
N -3.304 -1.543 0.053
C -2.881 -0.790 -1.053
C -1.543 -0.337 -0.776
C -0.920 0.573 -1.636
C -1.641 1.041 -2.756
C -2.977 0.636 -2.992
C -3.606 -0.276 -2.115
C -1.247 -0.790 0.561
C -0.100 -0.205 1.360
C 1.255 -0.236 0.764
C 1.568 -0.801 -0.476
C 2.764 -0.460 -1.094
C 3.674 0.354 -0.424
C 4.899 0.903 -1.102
C 3.459 0.709 0.910
C 2.287 0.329 1.512
H -1.592 -2.446 2.757
H -3.216 -1.794 2.908
H -2.951 -3.297 2.047
H -4.195 -1.950 0.130
H 0.124 0.895 -1.464
H -1.152 1.740 -3.454
H -3.515 1.051 -3.854
H -4.649 -0.587 -2.252
H -0.141 -0.458 2.408
H 0.929 -1.463 -1.041
H 3.049 -0.766 -2.105
H 5.520 1.526 -0.438
H 5.549 0.118 -1.504
H 4.634 1.530 -1.964
H 4.176 1.270 1.507
H 2.085 0.506 2.553
N -0.456 1.175 1.626
O 0.409 2.031 2.698
H -0.316 1.691 0.758
H -1.350 1.018 2.204
H 0.197 2.979 2.522
*
```

Atom charges from the Löwdin analysis, given in e for atoms 1 to 4: -0.01, -0.24, 0.15, -0.17

ORCA calculation (ωB97M-V with the def2-TZVPD basis set) on the molecule C17H19N3O3.

Its SMILES is CCOc1ccc(N2C(=O)C[C@H](n3nc(C)cc3C)C2=O)cc1. The calculation puts the largest force on an atom at 0.9 eV/A. For the HOMO energy, the calculation gives -8.577 eV. Its HOMO-LUMO gap is 0.3429 Eh.

Geometry as ORCA input:
```
! RIJCOSX wB97M-V def2-TZVPD def2/J DEFGRID3
* xyz 0 1
C 4.048 4.498 2.938
C 2.562 4.834 2.858
O 2.023 4.609 1.569
C 1.748 3.346 1.157
C 1.850 2.195 1.933
C 1.520 0.963 1.399
C 1.079 0.865 0.090
C 0.967 2.008 -0.694
C 1.303 3.233 -0.164
H 1.225 4.131 -0.755
H 0.627 1.934 -1.714
N 0.731 -0.405 -0.449
C -0.090 -1.296 0.213
O -0.586 -1.122 1.291
C -0.258 -2.530 -0.680
N -1.640 -2.814 -0.941
C -2.629 -1.979 -1.353
C -3.754 -2.761 -1.484
C -3.354 -4.064 -1.130
N -2.075 -4.073 -0.808
C -4.182 -5.297 -1.098
H -4.606 -5.495 -2.081
H -3.566 -6.140 -0.796
H -5.002 -5.183 -0.391
H -4.730 -2.443 -1.789
C -2.449 -0.520 -1.573
H -2.219 -0.011 -0.637
H -3.372 -0.104 -1.968
H -1.647 -0.314 -2.283
C 0.569 -2.218 -1.930
C 1.151 -0.840 -1.698
O 1.861 -0.220 -2.440
H 1.380 -2.929 -2.091
H -0.041 -2.214 -2.835
H 0.118 -3.409 -0.144
H 1.601 0.077 2.009
H 2.184 2.237 2.958
H 1.994 4.284 3.617
H 2.415 5.904 3.027
H 4.425 4.740 3.928
H 4.222 3.443 2.741
H 4.597 5.079 2.200
*
```

Atom charges from the Löwdin analysis, given in e for atoms 1 to 4: -0.06, -0.25, -0.05, -0.27

ORCA calculation (ωB97M-V with the def2-TZVPD basis set) on the molecule C17H19N5O2S at a distorted geometry.

Its SMILES is CCCCCc1nnc(NC(=O)Cn2cnc3ccccc3c2=O)s1. The calculation puts the largest force on an atom at 19.5 eV/A. For the HOMO energy, the calculation gives -8.049 eV. Its HOMO-LUMO gap is 0.2749 Eh.

Geometry as ORCA input:
```
! RIJCOSX wB97M-V def2-TZVPD def2/J DEFGRID3
* xyz 0 1
C -3.581 4.129 5.616
C -3.117 5.527 5.001
C -3.486 5.618 3.541
C -2.756 4.509 2.551
H -3.087 3.606 2.687
H -2.964 4.577 1.490
C -0.993 4.419 2.592
C -0.734 3.440 1.595
N -1.358 2.470 1.019
N -0.547 1.757 0.330
C 0.585 1.838 0.404
N 1.561 1.234 -0.449
C 1.635 0.314 -1.250
O 2.529 -0.272 -1.592
C 0.178 -0.500 -1.184
N 0.489 -1.876 -1.702
C 0.568 -1.786 -3.120
N 0.695 -2.978 -3.760
C 0.594 -4.096 -3.017
C 0.983 -5.402 -3.701
C 1.028 -6.532 -3.202
C 1.114 -6.732 -1.624
C 0.820 -5.468 -0.910
C 0.805 -4.289 -1.561
C 0.238 -2.979 -1.008
O 0.441 -2.778 0.333
H 0.948 -5.278 -0.014
H 1.018 -7.542 -1.125
H 1.344 -7.502 -3.647
H 1.019 -5.248 -4.820
H 0.214 -0.996 -3.602
H -0.564 0.116 -1.676
H -0.074 -0.710 0.005
H 2.669 1.824 -0.444
S 1.146 3.414 1.258
H -0.965 5.364 2.451
H -0.985 4.313 3.498
H -2.831 6.436 3.288
H -4.459 5.470 3.305
H -3.536 6.061 5.508
H -1.866 5.533 5.229
H -3.346 3.908 6.742
H -3.033 3.173 5.083
H -4.560 4.034 5.234
*
```

Atom charges from the Löwdin analysis, given in e for atoms 1 to 4: -0.10, -0.22, -0.14, -0.07

ORCA calculation (ωB97M-V with the def2-TZVPD basis set) on the molecule C17H19N5O3 at a distorted geometry.

Its SMILES is N[C@@H](Cc1c[nH]c2ccccc12)C(=O)N[C@@H](Cc1c[nH]cn1)C(=O)O. The calculation puts the largest force on an atom at 5.2 eV/A. For the HOMO energy, the calculation gives -8.067 eV. Its HOMO-LUMO gap is 0.3149 Eh.

Geometry as ORCA input:
```
! RIJCOSX wB97M-V def2-TZVPD def2/J DEFGRID3
* xyz 0 1
C -0.337 -1.385 1.388
C 0.142 0.046 1.220
C -1.799 -1.528 1.708
C -2.637 -1.053 0.512
C -3.013 -1.781 -0.619
C -3.089 0.280 0.319
C -3.656 0.264 -0.999
C -2.974 1.574 0.968
C -4.274 1.482 -1.540
C -3.635 2.705 0.334
C -4.196 2.646 -0.924
C 1.656 -0.236 -0.959
C 0.929 -1.232 -1.731
C 2.919 -0.904 -0.419
C 4.132 0.081 -0.330
C 4.621 0.605 0.781
C 5.354 1.729 -0.947
H 1.427 -1.736 1.764
H 0.646 -2.248 3.072
H -0.304 -1.940 0.496
H -1.848 -0.887 2.625
H -1.831 -2.619 1.899
H -2.623 -2.847 -0.730
H -3.571 -1.238 -2.551
H -2.625 1.577 1.966
H -4.787 1.340 -2.472
H -3.550 3.596 0.878
H -4.654 3.501 -1.357
H 1.000 1.460 0.260
H 2.133 0.505 -1.621
H 2.630 -1.497 0.487
H 3.183 -1.522 -1.301
H 4.723 0.118 1.754
H 5.999 2.408 -1.518
H 5.884 2.241 1.218
H -0.719 -0.825 -0.916
N 0.553 -2.322 2.064
N -3.661 -0.954 -1.550
N 0.970 0.460 0.125
N 4.522 0.823 -1.454
N 5.486 1.619 0.411
O -0.236 0.852 1.994
O 1.556 -1.824 -2.621
O -0.447 -1.332 -1.683
*
```

Atom charges from the Löwdin analysis, given in e for atoms 1 to 4: -0.40, -0.43, -0.08, -0.19

ORCA calculation (ωB97M-V with the def2-TZVPD basis set) on a structure of composition C17H19NO4S at a distorted geometry.

The calculation puts the largest force on an atom at 4.7 eV/A. For the HOMO energy, the calculation gives -7.496 eV. Its HOMO-LUMO gap is 0.2642 Eh.

Geometry as ORCA input:
```
! RIJCOSX wB97M-V def2-TZVPD def2/J DEFGRID3
* xyz 0 1
C 3.711 -2.824 2.069
S 2.666 -2.355 0.579
C 1.399 -3.618 0.943
C 1.727 -0.794 0.993
C 2.732 -0.057 1.764
N 3.562 0.462 2.440
H 4.438 -2.039 2.320
H 3.086 -3.088 2.940
H 4.249 -3.728 1.735
H 0.536 -3.385 0.313
H 1.853 -4.572 0.641
H 1.162 -3.641 2.016
H 0.785 -1.088 1.617
C -1.754 0.853 -3.342
C -2.072 -0.508 -2.747
C -3.034 -1.299 -3.649
O -0.894 -1.339 -2.590
C -0.036 -1.087 -1.539
O 0.977 -1.741 -1.466
C -0.465 -0.017 -0.624
C 0.479 0.590 0.206
C 0.022 1.846 0.910
C -1.076 2.642 0.490
C -1.455 3.807 1.160
C -0.764 4.226 2.303
C 0.355 3.491 2.720
C 0.731 2.333 2.028
C -1.942 -0.044 -0.353
O -2.450 0.210 0.704
O -2.718 -0.373 -1.447
H -1.043 1.395 -2.702
H -1.319 0.683 -4.339
H -2.695 1.422 -3.446
H -3.220 -2.298 -3.236
H -3.989 -0.772 -3.765
H -2.577 -1.410 -4.637
H 1.534 0.619 -0.195
H -1.619 2.377 -0.423
H -2.325 4.366 0.796
H -1.108 5.109 2.856
H 0.914 3.806 3.603
H 1.637 1.838 2.356
*
```

Atom charges from the Löwdin analysis, given in e for atoms 1 to 4: -0.25, 1.07, -0.25, -0.38

ORCA calculation (ωB97M-V with the def2-TZVPD basis set) on the molecule C17H19NO6.

Its SMILES is CCCOC(=O)CN1C(=O)c2ccc(C(=O)OCCC)cc2C1=O. The calculation puts the largest force on an atom at 0.8 eV/A. For the HOMO energy, the calculation gives -10.061 eV. Its HOMO-LUMO gap is 0.3421 Eh.

Geometry as ORCA input:
```
! RIJCOSX wB97M-V def2-TZVPD def2/J DEFGRID3
* xyz 0 1
C 5.013 1.041 -0.930
H 4.766 2.096 -1.014
C 4.575 0.299 -2.186
C 4.971 -1.176 -2.148
H 4.620 -1.683 -3.053
H 6.052 -1.290 -2.051
O 4.435 -1.848 -1.003
C 3.143 -2.132 -1.017
O 2.384 -1.917 -1.923
C 2.720 -2.795 0.296
N 1.360 -2.425 0.587
C 0.290 -3.310 0.541
O 0.388 -4.499 0.390
C -0.916 -2.467 0.740
C -2.251 -2.812 0.805
C -3.171 -1.788 0.994
C -2.763 -0.462 1.119
C -1.409 -0.117 1.053
C -0.503 -1.135 0.861
C 0.975 -1.099 0.737
O 1.735 -0.166 0.767
H -1.091 0.909 1.146
C -3.818 0.574 1.321
O -4.999 0.329 1.330
O -3.299 1.787 1.503
C -4.217 2.866 1.681
C -4.705 3.414 0.341
C -3.561 3.986 -0.487
H -3.930 4.347 -1.444
H -3.089 4.815 0.036
H -2.808 3.224 -0.673
H -5.196 2.608 -0.206
H -5.447 4.188 0.543
H -5.065 2.515 2.276
H -3.658 3.626 2.233
H -4.229 -1.999 1.048
H -2.562 -3.840 0.708
H 3.392 -2.479 1.097
H 2.751 -3.883 0.185
H 5.037 0.742 -3.070
H 3.492 0.370 -2.294
H 6.087 0.946 -0.782
H 4.502 0.641 -0.058
*
```

Atom charges from the Löwdin analysis, given in e for atoms 1 to 4: -0.09, 0.07, -0.22, -0.17

ORCA calculation (ωB97M-V with the def2-TZVPD basis set) on the molecule C17H19NOS.

Its SMILES is Cc1ccc(CSCCNC(=O)c2ccccc2)cc1. The calculation puts the largest force on an atom at 0.7 eV/A. For the HOMO energy, the calculation gives -8.553 eV. Its HOMO-LUMO gap is 0.3360 Eh.

Geometry as ORCA input:
```
! RIJCOSX wB97M-V def2-TZVPD def2/J DEFGRID3
* xyz 0 1
C 4.315 3.078 -0.712
C 3.908 1.643 -0.570
C 4.517 0.827 0.378
C 4.163 -0.502 0.502
C 3.192 -1.055 -0.325
C 2.576 -0.241 -1.267
C 2.934 1.090 -1.389
H 2.446 1.707 -2.131
H 1.817 -0.652 -1.919
C 2.789 -2.481 -0.160
H 3.655 -3.133 -0.049
H 2.176 -2.835 -0.988
S 1.852 -2.742 1.402
C 0.492 -1.557 1.187
C -0.549 -2.045 0.184
N -1.623 -1.092 0.047
C -2.883 -1.341 0.488
O -3.216 -2.414 0.949
C -3.838 -0.205 0.324
C -3.458 1.126 0.464
C -4.397 2.133 0.324
C -5.716 1.823 0.040
C -6.103 0.499 -0.087
C -5.170 -0.510 0.063
H -5.454 -1.548 -0.018
H -7.134 0.254 -0.297
H -6.444 2.613 -0.073
H -4.098 3.165 0.441
H -2.438 1.384 0.715
H -1.399 -0.187 -0.335
H -0.085 -2.213 -0.794
H -0.996 -2.979 0.533
H 0.044 -1.450 2.174
H 0.927 -0.603 0.880
H 4.635 -1.123 1.250
H 5.276 1.241 1.026
H 3.543 3.656 -1.214
H 5.229 3.147 -1.303
H 4.514 3.522 0.261
*
```

Atom charges from the Löwdin analysis, given in e for atoms 1 to 4: -0.05, -0.28, -0.04, -0.04

ORCA calculation (ωB97M-V with the def2-TZVPD basis set) on a structure of composition C17H20AuCl3O3 at a distorted geometry.

The calculation puts the largest force on an atom at 4.2 eV/A. For the HOMO energy (spin up / spin down), the calculation gives 1.458 / 0.503 eV. Its HOMO-LUMO gap (spin up / spin down) is 0.1215 / 0.1566 Eh. As for the expectation value of S²: 2.008.

Geometry as ORCA input:
```
! RIJCOSX wB97M-V def2-TZVPD def2/J DEFGRID3
* xyz -2 3
Au 0.272 1.669 1.141
C 2.141 0.918 2.395
C 2.155 -0.001 1.308
C 2.285 0.718 0.086
H 2.160 -1.078 1.415
C 2.423 2.113 0.414
C 2.366 2.232 1.856
H 2.575 3.131 2.434
H 2.102 0.637 3.449
H 2.399 0.272 -0.900
H 2.679 2.912 -0.280
C -1.890 0.462 1.791
C -1.760 1.820 2.231
C -1.725 2.662 1.050
H -1.829 2.172 3.257
C -1.762 1.787 -0.106
C -1.914 0.444 0.372
H -2.100 -0.425 -0.250
H -2.058 -0.383 2.454
H -1.796 3.745 1.035
H -1.834 2.119 -1.138
O 0.513 -1.999 0.413
C -0.235 -0.052 -4.144
C 0.354 -1.229 -3.828
C 0.627 1.189 -3.888
C -1.751 0.014 -3.951
C 0.506 -2.253 -0.791
H 1.394 -1.176 -3.526
H -0.281 -2.086 -3.649
H -0.477 -2.557 -1.230
H 1.422 -2.175 -1.420
H 0.681 1.894 -4.749
H 1.653 0.865 -3.589
H 0.160 1.713 -3.018
H -2.328 0.052 -4.899
H -1.965 0.924 -3.351
H -2.089 -0.886 -3.385
Cl 0.880 -3.707 4.706
C -0.435 -2.557 4.191
Cl -2.127 -3.204 4.395
Cl -0.235 -0.936 4.833
C -0.431 -3.370 2.520
O -0.528 -4.274 1.777
O -0.197 -2.120 2.570
*
```

Atom charges from the Löwdin analysis, given in e for atoms 1 to 4: 0.86, -0.23, -0.22, -0.24